No. 1
{
  "formula": "C53H48FN2O3P2Ti",
  "method": "ωB97M-V/def2-TZVPD",
  "e_above_lowest_ev": 0.729,
  "e_homo_ev": -14.17,
  "homo_lumo_gap_ev": 4.51,
  "e_tot_ha": -4014.96512,
  "charge": 3,
  "species": ["Ti", "C", "C", "C", "C", "C", "C", "C", "H", "H", "H", "H", "H", "H", "H", "H", "C", "N", "C", "P", "C", "C", "C", "C", "C", "C", "C", "C", "C", "C", "C", "C", "C", "C", "C", "C", "C", "C", "P", "C", "C", "C", "C", "C", "C", "C", "C", "C", "C", "C", "C", "H", "H", "H", "H", "H", "H", "H", "H", "H", "H", "H", "H", "H", "H", "H", "H", "H", "H", "H", "H", "H", "H", "H", "H", "H", "H", "H", "H", "H", "C", "C", "C", "C", "C", "C", "C", "F", "C", "C", "C", "O", "C", "C", "N", "C", "C", "O", "O", "H", "H", "H", "H", "H", "H", "H", "H", "H", "H", "H"],
  "positions_angstrom": [[0.51493, 0.73824, 0.32201], [-4.15839, 2.16993, 1.35510], [-2.97015, 2.16795, 0.43981], [-1.76603, 2.74283, 0.83348], [-0.68975, 2.85112, -0.05454], [-0.82423, 2.37099, -1.36743], [-2.02244, 1.77025, -1.75920], [-3.07457, 1.66923, -0.86508], [-4.67825, 3.12616, 1.25828], [-3.86941, 2.06384, 2.40117], [-4.86834, 1.38648, 1.09280], [-1.68085, 3.17623, 1.82372], [0.16406, 3.47346, 0.20999], [-0.08294, 2.61282, -2.11848], [-2.14344, 1.43703, -2.78228], [-4.01536, 1.24360, -1.19454], [3.78763, 0.36270, -1.62622], [4.16851, -0.93685, -1.13290], [3.26375, -1.74399, -0.37400], [2.38315, -0.79014, 0.96457], [1.76821, -2.17640, 1.95687], [2.27682, -2.56727, 3.19074], [1.80454, -3.73180, 3.77879], [0.83208, -4.49545, 3.14862], [0.30897, -4.09584, 1.92544], [0.77637, -2.93795, 1.32587], [3.75138, 0.13977, 1.69157], [4.84921, -0.53124, 2.22736], [5.92315, 0.19343, 2.71886], [5.92142, 1.57878, 2.64869], [4.84686, 2.25141, 2.08279], [3.76231, 1.53477, 1.60739], [5.53264, -1.29984, -1.21688], [6.53595, -0.33182, -1.25972], [7.86709, -0.71224, -1.34017], [8.21962, -2.05219, -1.37876], [7.22286, -3.01746, -1.35030], [5.89014, -2.64930, -1.27998], [1.97176, 0.69992, -1.81180], [2.07554, 2.03809, -3.03265], [2.67803, 3.23172, -2.62239], [2.86466, 4.25472, -3.53606], [2.43586, 4.09595, -4.84813], [1.79987, 2.92719, -5.24164], [1.61300, 1.89161, -4.33716], [1.32892, -0.75734, -2.68719], [2.12315, -1.48853, -3.56967], [1.59914, -2.60810, -4.19543], [0.28667, -2.99738, -3.95803], [-0.51236, -2.26939, -3.08813], [0.00932, -1.15342, -2.45123], [4.22836, 0.51385, -2.61563], [4.16077, 1.17747, -0.98653], [3.83150, -2.49856, 0.17079], [2.51171, -2.26703, -0.97685], [3.01733, -1.96268, 3.69585], [2.20651, -4.04794, 4.73221], [0.48323, -5.41105, 3.60783], [-0.44469, -4.69432, 1.42979], [0.40182, -2.63958, 0.35158], [4.87704, -1.61367, 2.24397], [6.76740, -0.32821, 3.14876], [6.76634, 2.13933, 3.02555], [4.85640, 3.33123, 2.01606], [2.92660, 2.06584, 1.16745], [6.29239, 0.72257, -1.21840], [8.63553, 0.04903, -1.36641], [9.25886, -2.34227, -1.44465], [7.48309, -4.06584, -1.41187], [5.12472, -3.41557, -1.31920], [3.00699, 3.35402, -1.59455], [3.33987, 5.17718, -3.23014], [2.59378, 4.88863, -5.56704], [1.44592, 2.81788, -6.25803], [1.12122, 0.97918, -4.64901], [3.14586, -1.18714, -3.76101], [2.21745, -3.17928, -4.87513], [-0.11973, -3.86681, -4.45707], [-1.53980, -2.56813, -2.92306], [-0.62978, -0.56238, -1.80740], [-3.87208, 0.13888, 6.21767], [-3.29257, -1.16505, 5.67678], [-4.29616, -2.30581, 5.62340], [-5.36178, -2.05245, 4.56368], [-4.70876, -1.80304, 3.23557], [-5.34890, -2.12342, 2.06056], [-4.71307, -1.95581, 0.82584], [-5.35496, -2.30354, -0.27765], [-3.44781, -1.44825, 0.73073], [-2.78489, -1.07447, 1.90923], [-1.50087, -0.46928, 1.84324], [-0.90420, -0.28567, 0.66679], [-0.88832, -0.10191, 3.04288], [-1.50601, -0.39309, 4.24783], [-2.70686, -0.93820, 4.31947], [-3.40283, -1.26480, 3.17237], [0.47261, 0.51709, 3.00472], [1.34329, 0.26900, 3.77852], [0.63023, 1.35013, 1.94791], [-4.22334, -0.02797, 7.23481], [-4.70868, 0.49701, 5.61701], [-3.11267, 0.92103, 6.25550], [-2.45839, -1.46418, 6.31231], [-4.75417, -2.41296, 6.60486], [-3.77612, -3.24071, 5.40044], [-5.98625, -1.20151, 4.84891], [-6.03282, -2.90664, 4.48768], [-6.35145, -2.53331, 2.07914], [-2.96407, -1.33318, -0.22876], [-1.00035, -0.17549, 5.18077]],
  "lowdin_charge": [0.908, -0.011, -0.240, -0.025, -0.153, -0.126, -0.034, 0.004, 0.111, 0.084, 0.085, 0.143, 0.138, 0.092, 0.133, 0.137, -0.298, -0.174, -0.274, 1.077, -0.355, -0.063, -0.037, -0.043, -0.051, -0.106, -0.344, -0.065, -0.029, -0.028, -0.041, -0.114, -0.240, -0.029, -0.061, -0.066, -0.061, -0.030, 1.041, -0.395, -0.098, -0.043, -0.032, -0.037, -0.067, -0.385, -0.067, -0.024, -0.030, -0.049, -0.116, 0.120, 0.079, 0.107, 0.091, 0.111, 0.123, 0.121, 0.118, 0.098, 0.118, 0.126, 0.125, 0.121, 0.080, 0.106, 0.115, 0.115, 0.116, 0.112, 0.106, 0.122, 0.125, 0.123, 0.110, 0.124, 0.127, 0.125, 0.116, 0.057, -0.004, -0.276, -0.113, -0.103, -0.100, 0.111, -0.237, 0.133, 0.078, -0.046, -0.198, -0.139, -0.003, 0.086, 0.071, -0.034, -0.491, 0.196, -0.140, 0.107, 0.090, 0.089, 0.158, 0.140, 0.137, 0.135, 0.138, 0.156, 0.134, 0.175]
}

---

No. 2
{
  "formula": "C6H14N2O3S",
  "method": "ωB97M-V/def2-TZVPD",
  "e_above_lowest_ev": 2.605,
  "e_homo_ev": -8.65,
  "smiles": "CN1CC[NH2+]C[C@]1(C)S(=O)(=O)[O-]",
  "homo_lumo_gap_ev": 8.02,
  "e_tot_ha": -970.31828,
  "species": ["C", "N", "C", "C", "N", "C", "C", "C", "S", "O", "O", "O", "H", "H", "H", "H", "H", "H", "H", "H", "H", "H", "H", "H", "H", "H"],
  "positions_angstrom": [[0.54212, 2.05758, 0.81362], [0.52260, 0.55291, 0.86546], [1.71554, -0.08627, 0.20193], [1.70479, -0.13674, -1.29953], [0.76982, -1.15899, -1.67399], [-0.58723, -0.76188, -1.12646], [-0.58222, -0.23527, 0.51051], [-0.76993, -1.30153, 1.59515], [-2.29837, 0.63734, 0.33909], [-3.09020, -0.49320, -0.17629], [-2.70584, 1.04112, 1.70374], [-2.09163, 1.68717, -0.62375], [1.09615, 2.43185, -0.10287], [-0.39802, 2.44166, 0.78903], [1.07197, 2.39600, 1.78396], [1.93024, -1.04358, 0.55710], [2.52427, 0.59054, 0.51942], [1.21968, 0.78588, -1.62912], [2.64324, -0.32050, -1.83972], [0.81080, -1.08449, -2.66999], [0.96745, -2.14391, -1.39835], [-1.33861, -1.51740, -1.29047], [-0.95652, 0.08021, -1.59612], [-1.29416, -0.67704, 2.48950], [0.14343, -1.72973, 1.96707], [-1.54937, -2.01175, 1.29107]],
  "lowdin_charge": [-0.030, -0.148, -0.148, -0.143, 0.037, -0.036, -0.462, -0.058, 0.467, -0.357, -0.349, -0.343, 0.096, 0.017, 0.119, 0.099, 0.133, 0.141, 0.146, 0.164, 0.204, 0.115, 0.068, 0.136, 0.057, 0.076]
}